Entry 1:
{"formula": "C26H22Br4CrN4O4S", "method": "ωB97M-V with the def2-TZVPD basis set", "e_tot_ha": -13262.89371, "homo_energy_ev": [-3.53, -3.59], "spin_multiplicity": 4, "charge": -1, "relative_energy_kj_mol": 157.1, "e_lumo_ev": [2.41, 2.24], "symbols": ["Br", "Br", "Br", "Br", "Cr", "S", "O", "O", "O", "O", "N", "N", "N", "N", "C", "C", "C", "C", "C", "C", "C", "C", "C", "C", "C", "C", "C", "C", "C", "C", "C", "C", "C", "C", "C", "C", "C", "C", "C", "C", "H", "H", "H", "H", "H", "H", "H", "H", "H", "H", "H", "H", "H", "H", "H", "H", "H", "H", "H", "H", "H", "H"], "positions_angstrom": [[2.49560, 6.64234, -0.17969], [1.61814, 3.91902, -1.81826], [2.47607, 6.61376, 3.12837], [1.49339, 3.86087, 4.71975], [0.60989, -0.19367, -0.06949], [0.84100, 0.19095, -2.70763], [-1.35248, -0.11762, 0.14616], [0.74821, 1.72250, 0.02702], [0.67814, 1.74322, 2.78985], [0.38348, -2.06762, -0.68909], [-1.29534, 1.63159, -2.15871], [0.83974, -0.70086, 1.83510], [2.57292, -0.60269, 0.00061], [-1.69564, -0.51032, -2.93165], [3.42490, -3.25955, -2.33347], [3.09157, -0.04516, 1.23218], [-0.09459, -0.95040, 2.67286], [2.60473, -2.47088, -1.51483], [1.54345, 3.94172, 0.08336], [1.11621, 2.78063, 0.71629], [-2.05438, -0.44383, 1.17831], [-4.27422, -0.70719, 2.16234], [1.20679, -2.73918, -1.42437], [-2.36188, -1.23002, 3.47447], [1.94057, 5.10141, 0.77059], [2.91577, -4.28470, -3.09380], [1.06834, 2.76194, 2.17516], [-3.58331, 0.95967, -2.55807], [1.92408, 5.08621, 2.15088], [-3.46788, -0.35863, 1.10759], [-0.83348, 0.46825, -2.60495], [3.21337, -1.52235, -0.62079], [-2.66082, 1.82125, -1.71127], [-3.09332, -0.48083, -2.53712], [0.72337, -3.83881, -2.17914], [1.54759, -4.56965, -2.99785], [1.51417, 3.94051, 2.82419], [-1.50921, -0.89212, 2.41433], [2.22392, -0.69743, 2.31248], [-3.73107, -1.15647, 3.36800], [3.55742, -4.87060, -3.73601], [2.54450, -1.73667, 2.45279], [-4.36756, -1.42082, 4.19834], [-2.73132, 1.54300, -0.65284], [2.94748, 1.03339, 1.23515], [-0.57636, 2.25142, -1.79838], [-3.66093, -1.09637, -3.23887], [4.48608, -3.03891, -2.36299], [-1.91073, -1.54874, 4.40551], [-3.90682, 0.00267, 0.18604], [1.13173, -5.38820, -3.57421], [-2.90672, 2.88016, -1.80586], [-5.34848, -0.62275, 2.05644], [4.27677, -1.66456, -0.39458], [2.28294, -0.14047, 3.24857], [-4.60412, 1.01414, -2.18031], [4.15299, -0.28608, 1.37284], [-3.20149, -0.90896, -1.53336], [0.18746, -1.19418, 3.70131], [-3.58072, 1.32780, -3.58678], [-0.33046, -4.07269, -2.09426], [-1.24949, -1.40845, -3.05828]], "atomic_forces_ev_per_a": [[0.0071, 0.0420, -0.0140], [-0.1288, -0.1676, 0.0055], [0.0058, 0.0461, 0.0180], [-0.0136, -0.0310, 0.0072], [-0.5735, 0.1255, -0.6898], [0.1135, -0.0198, -0.0441], [0.3317, -0.0621, -0.1020], [-0.0520, -0.3303, -0.0952], [-0.0930, -0.4321, 0.1543], [0.0427, -0.0534, 0.1816], [0.0445, 0.0515, -0.2083], [-0.3792, -0.2629, 0.4904], [0.4818, -0.3013, -0.2736], [0.0607, -0.0161, -0.0678], [-0.0274, -0.0389, -0.0501], [0.1433, 0.0358, 0.1706], [0.2923, 0.1262, -0.2234], [-0.0834, -0.0322, -0.0192], [0.0276, -0.1209, -0.0775], [0.1784, 0.4104, 0.1946], [-0.0780, -0.1335, 0.2108], [-0.0009, -0.0002, 0.0281], [0.0094, 0.0294, -0.0240], [-0.0244, 0.0132, -0.0774], [0.0269, 0.1211, 0.0002], [0.0679, 0.0250, 0.0099], [0.0576, 0.1662, -0.1601], [0.0529, -0.0186, 0.0014], [0.0722, 0.0788, 0.0140], [-0.0295, 0.0154, -0.0467], [-0.0676, -0.0191, 0.2690], [-0.1039, 0.1737, 0.1335], [-0.1325, 0.1097, 0.1448], [-0.1036, -0.0816, 0.0662], [0.0014, 0.0065, -0.0121], [-0.0452, 0.0140, 0.0234], [-0.0069, 0.0684, 0.1094], [-0.0493, 0.0070, -0.0139], [0.0819, 0.0830, 0.1416], [0.0516, -0.0089, 0.0102], [0.0238, -0.0150, -0.0200], [0.0399, 0.0514, 0.0188], [-0.0426, -0.0184, 0.0648], [0.0394, 0.1338, -0.2155], [0.0072, 0.0460, 0.0278], [0.0412, -0.0569, 0.0382], [0.0063, 0.0459, 0.0215], [0.0360, 0.0076, 0.0041], [0.0324, -0.0204, 0.0711], [-0.0182, -0.0259, 0.0628], [-0.0058, -0.0025, 0.0002], [-0.0169, -0.0411, -0.0490], [-0.0521, 0.0034, -0.0085], [-0.0753, 0.0261, 0.0211], [0.0145, -0.0238, -0.0293], [-0.0227, -0.0058, 0.0225], [-0.1095, 0.0492, 0.0190], [0.0279, 0.0324, -0.1749], [-0.0017, 0.0486, -0.0794], [-0.0398, -0.0028, -0.0052], [-0.0234, 0.0109, 0.0121], [-0.0190, 0.1386, 0.0125]]}

Entry 2:
{"formula": "C5H38N2O13", "method": "ωB97M-V with the def2-TZVPD basis set", "e_tot_ha": -1300.86414, "homo_energy_ev": -8.93, "spin_multiplicity": 1, "relative_energy_kj_mol": 391.4, "e_lumo_ev": 0.17, "symbols": ["O", "O", "O", "O", "O", "O", "O", "O", "O", "O", "O", "O", "O", "N", "N", "C", "C", "C", "C", "C", "H", "H", "H", "H", "H", "H", "H", "H", "H", "H", "H", "H", "H", "H", "H", "H", "H", "H", "H", "H", "H", "H", "H", "H", "H", "H", "H", "H", "H", "H", "H", "H", "H", "H", "H", "H", "H", "H"], "positions_angstrom": [[-2.78107, 1.46696, 2.29725], [0.68160, 0.25514, -2.31541], [-1.53612, -1.19322, -2.90481], [2.91338, -0.75856, 3.22174], [2.16868, -3.06093, -0.44547], [-3.36854, 0.92438, -2.82125], [-0.43107, 2.83738, -1.69106], [3.63362, 2.92267, -1.45366], [3.02952, 1.01241, -3.44342], [3.33073, -0.83824, -0.82672], [-2.41527, -2.06773, 1.88760], [-0.08978, -1.69469, 3.71556], [-4.10221, 0.83993, -0.14472], [0.35575, 2.10936, 1.15674], [0.00344, -1.68773, 0.81515], [-0.96022, -2.52909, 0.06523], [-0.21724, -0.28656, 0.46341], [1.68625, 2.56505, 1.54646], [0.00259, 0.67261, 1.61852], [-2.44443, -2.47998, 0.49425], [2.87156, -0.37421, 2.33119], [-4.45733, -0.03855, -0.30945], [0.62701, -0.02487, -0.19171], [2.40135, -0.90413, -1.06179], [-1.81411, -1.35188, -3.81532], [-0.81411, -3.60057, 0.37197], [-0.69770, -0.67234, -3.02643], [-2.87181, 1.74054, -2.73210], [2.78541, 2.47927, -1.47732], [1.58536, 0.07279, -2.63462], [2.29441, 1.76568, 1.95408], [-1.02600, 0.00262, -0.21810], [-0.34367, 2.74874, -0.70496], [4.22014, 2.66527, -0.73202], [-2.82482, 0.13012, -2.87627], [1.69048, 3.36909, 2.27109], [-2.80603, -1.17582, 1.89209], [-0.25399, 3.76185, -1.88944], [-0.63640, -2.40445, 4.08323], [-2.97464, -3.44456, 0.47149], [0.94429, 0.34245, 2.07583], [3.09897, 1.82539, -2.92190], [-3.61358, 1.06519, -0.95738], [1.40705, -2.48391, -0.56846], [0.39795, 1.16637, -2.44921], [3.77260, 0.50095, -3.08738], [-0.38211, 2.63770, 1.61583], [2.22369, -3.27403, 0.49210], [-0.87805, 0.69686, 2.22474], [-3.46243, 1.46876, 1.60629], [-3.01215, -1.72098, -0.08184], [2.17746, 3.02224, 0.70093], [2.05337, -1.21677, 3.13036], [-3.10751, 2.14413, 2.90145], [-0.20468, -1.83573, 1.80528], [-0.65896, -2.42843, -0.97029], [-0.76379, -1.10782, 3.34855], [3.48622, -1.81018, -0.74672]], "atomic_forces_ev_per_a": [[-0.5903, 0.4546, 0.2102], [-0.2638, -1.2203, -0.1477], [0.3236, 0.4511, -0.7819], [-1.1331, -0.1667, -1.1065], [0.4907, -1.1199, -0.5522], [-1.2682, 0.4350, 0.1604], [-0.0485, -0.0588, 0.5820], [0.4719, 0.9635, -0.6877], [0.3496, -0.2167, 0.0997], [0.4494, -0.3906, -0.3070], [-0.9350, 0.4974, -0.4000], [-0.3654, -0.1203, 0.4147], [0.1471, 0.1124, 0.4722], [-1.7935, -1.5084, 0.4567], [-2.1054, -0.3914, -0.0404], [0.7881, -2.4351, 1.2550], [2.3662, 1.4767, -1.1322], [-0.1175, 0.4650, -0.1258], [1.4841, 0.8127, -1.1956], [-0.1544, 1.9098, 0.1597], [0.8970, 0.1742, 0.1156], [-0.0676, 0.1109, -0.1128], [-0.2239, -0.0434, 0.1035], [-0.1270, 0.5983, 0.1082], [-0.0494, -0.3201, 0.0293], [1.0301, 0.7456, -0.4966], [-0.3389, -0.3303, 0.6784], [0.6716, -0.2892, -0.2653], [-0.0434, -0.2833, 1.2746], [-0.3774, 1.1015, -0.4470], [0.1245, -0.1445, -0.0526], [-0.7276, -0.5533, 0.6067], [0.2496, -0.2262, -0.5626], [-0.7200, -0.4865, -0.0542], [0.9371, 0.1540, 0.1594], [-0.3302, 0.0727, 0.5432], [0.2198, -0.3969, 0.2688], [-0.0161, 0.0016, -0.0060], [0.2882, 0.0166, -0.0400], [0.4738, 0.2937, -0.3634], [-0.7624, -0.2033, 0.6215], [0.3514, -0.1062, -0.5609], [-0.3738, -0.2968, -0.0904], [-0.2004, -0.2158, 0.8352], [0.4857, 0.3867, -0.0125], [-0.1393, -0.0402, -0.1082], [0.4167, 0.3255, -0.0739], [-0.4150, 0.2730, -0.0551], [0.0073, 0.1454, 0.8369], [0.1470, -0.3512, -0.4918], [0.1420, -0.4914, 0.2056], [0.3692, -0.1754, -0.4429], [0.3064, -0.1796, 0.9766], [0.1867, -0.1204, 0.2009], [0.3093, 0.0158, -0.5326], [-0.9620, -0.0924, -0.4182], [0.0652, 0.1343, 0.1623], [0.1000, 0.8467, 0.1268]]}

Entry 3:
{"formula": "C5H11BrO2S", "method": "ωB97M-V with the def2-TZVPD basis set", "e_tot_ha": -3319.70251, "homo_energy_ev": -8.49, "spin_multiplicity": 1, "relative_energy_kj_mol": 0.0, "e_lumo_ev": 0.73, "smiles": "COC(OC)[C@H](Br)SC", "symbols": ["Br", "S", "O", "O", "C", "C", "C", "C", "C", "H", "H", "H", "H", "H", "H", "H", "H", "H", "H", "H"], "positions_angstrom": [[-1.65558, -2.01683, -1.47121], [-2.01865, -0.83734, 1.35817], [0.78790, 0.04465, 1.05878], [-0.14203, 0.57837, -1.00324], [-0.86856, -1.47982, 0.12748], [2.13883, -0.32458, 1.37991], [0.35131, -0.45816, -0.21504], [-2.63034, 0.63472, 0.47587], [0.94840, 1.29076, -1.59203], [2.69191, 0.20701, 0.56887], [2.23077, -1.43018, 1.46999], [0.64677, 2.15073, -2.08021], [1.19250, 0.75250, -2.50247], [-2.96529, 0.30357, -0.60778], [1.81189, 1.62732, -0.91534], [-0.37196, -2.34202, 0.60890], [1.00334, -1.23529, -0.68838], [-3.47714, 0.93349, 1.09244], [2.29421, 0.19765, 2.44396], [-1.96828, 1.40345, 0.49134]], "atomic_forces_ev_per_a": [[-0.6535, -0.7394, -1.3911], [0.0018, 0.1407, -0.5150], [0.0220, -0.8887, -1.3282], [1.4553, 0.0039, 0.4989], [1.6476, 1.6542, 1.6105], [-0.6997, 1.9255, 1.4642], [-2.4118, -1.6225, 1.7763], [-2.7149, -3.1597, -1.2386], [1.0511, -0.8340, 0.2301], [0.7106, -1.0409, 0.9755], [0.3745, 0.7897, -0.2357], [-1.4842, 2.2104, -0.1814], [1.1863, -0.7746, 0.2467], [0.6260, 0.9564, 2.2603], [-1.2516, -1.0861, -0.7806], [-0.3876, 0.3198, -0.2822], [0.6264, 1.4747, -0.0727], [-0.3230, -0.0340, -0.3217], [0.0762, -1.3161, -2.4229], [2.1483, 2.0207, -0.2924]]}